1.
Computed, not measured: a cluster of 3 separate species, C26H53FN2O12P3 in total, with ωB97M-V with the def2-TZVPD basis set.

The geometry in XYZ format:
```
97
C26H53FN2O12P3, DFT ωB97M-V with the def2-TZVPD basis set
C -1.0013 0.4738 2.9196
O 0.4435 -3.5896 -4.6455
H 0.3942 -3.2951 -1.8886
C 0.4332 -2.3994 -3.8507
H 3.5316 1.0116 -2.9777
C -2.5050 4.5897 4.6741
H -0.9149 -6.7800 -2.8859
H 2.9033 -3.7967 -1.8201
C -3.1059 5.2163 1.5445
O 4.0522 -1.0035 0.9446
H -2.7440 5.8906 0.7521
C 5.0105 -3.6062 -1.3143
H -0.6635 -2.1071 -6.9966
H -3.8059 4.5352 1.0393
H 2.5695 -1.7466 2.1815
H -0.6967 5.8415 3.1756
H -5.5445 1.6520 3.0936
H -0.2028 -1.6286 -1.9480
H 2.9085 3.4509 5.4548
O 4.9685 -2.2346 -0.8923
C -0.9107 -8.0507 -4.6432
H -2.3556 -1.7309 -7.3781
C 3.0385 0.5907 -2.0998
H -4.9894 0.6027 1.7675
C 3.8916 -3.9895 -2.2609
C -3.4679 2.7111 3.4527
H -0.1564 -8.5365 -5.2649
C -2.2196 3.6299 3.4760
H 2.3002 3.2729 2.7350
O 3.9865 -0.2490 -1.4473
F 0.7578 3.5314 -0.1596
H -5.6231 2.0529 0.0836
C 0.1916 3.8092 2.9932
C -5.0535 1.6472 2.1095
H 0.6380 -7.4794 -3.2768
C 1.3512 3.1672 2.1918
O 2.3229 5.5145 4.0393
H -1.9851 -4.0691 -7.9617
P 1.1014 4.5347 4.5460
C 1.6010 3.8571 0.8406
H -1.8697 -2.0134 -5.7078
O -3.7203 2.1895 2.1561
H 1.2407 2.0917 1.9790
P 3.5045 -1.5222 -0.5235
N 1.9354 3.2168 5.2649
H -1.6678 5.2632 4.9157
H 5.0036 -4.2582 -0.4369
H -3.5415 4.3779 6.6748
O 0.1523 -5.8633 -4.4139
O 2.0437 -1.1683 -0.4310
H 1.4735 -2.0838 -3.7427
H 3.3538 2.4703 -1.0952
C -1.7008 -2.3293 -6.7436
H 3.7684 -3.7558 1.4286
H -3.3790 5.1973 4.3946
H 5.9715 -3.7545 -1.8082
P -0.8827 -4.6108 -4.6399
C -2.8671 3.8485 5.9625
C -1.9737 4.3579 2.1041
H 2.3419 1.3642 -0.1910
H -6.9868 2.3120 1.2702
H 3.9547 -3.4194 -3.1892
C -1.9923 -3.8107 -6.9028
O -2.1701 -5.2336 -4.1915
H -0.2048 5.5549 1.5554
O -1.0093 -4.6263 -6.2771
H -1.4270 -8.8199 -4.0666
H -0.7013 3.0647 4.6736
H 4.0909 -3.5612 3.1497
H 4.0264 -1.1306 2.9653
H -1.6243 -7.5891 -5.3236
O 2.4888 4.6154 0.6882
H -2.9834 -4.0533 -6.5087
C -0.8995 1.5619 3.4013
H 1.9252 6.1830 3.4600
H -1.6943 3.5093 1.4522
O -2.4333 2.7694 6.2718
H -3.4611 1.9227 4.2203
H -0.0824 -1.6016 -4.3930
H 2.1983 0.0031 -2.4716
H 5.3174 -3.0901 1.9572
H 1.5041 2.9711 6.1496
H -1.2116 -2.9555 -2.5397
H -3.6358 5.8123 2.2995
C -0.1821 -2.5806 -2.4785
N -0.8527 2.9499 3.6506
C 2.5703 1.7162 -1.1981
H 3.9468 -5.0509 -2.5015
H -5.6770 3.4977 1.1007
C -5.9138 2.4243 1.0767
C -0.5920 5.0230 2.4365
C 4.2486 -3.1079 2.1704
H 1.6878 2.1922 -1.6111
C 3.6623 -1.7091 2.1151
H -4.3303 3.3666 3.6894
C -0.2592 -7.0394 -3.7173
H -1.0790 -0.5025 2.4717
```

Its total charge is +1. For the highest occupied orbital energy, the calculation gives -11.43 eV. The HOMO-LUMO gap comes out at 8.970 eV.


2.
Computed, not measured: a structure of composition C26H53Ge2HfOSi3, with ωB97M-V with the def2-TZVPD basis set.

The geometry in XYZ format:
```
86
C26H53Ge2HfOSi3, DFT ωB97M-V with the def2-TZVPD basis set
C 5.1671 2.0805 0.9850
H 5.3215 2.2960 2.0431
H 5.1780 3.0309 0.4469
H 2.4170 -0.8157 1.8568
C -4.0246 0.0199 0.7445
H -4.3743 0.1714 1.7661
C 3.4134 0.7851 -1.2148
H 4.1362 -0.7541 2.1768
C 0.7708 -3.4892 1.2662
C 0.5934 3.1877 3.8664
O 0.3370 0.4829 2.7085
H -1.8331 2.2356 -1.6233
H 2.0750 5.4086 1.7487
H 3.5982 1.6706 -1.8227
H -1.2337 3.8138 -0.0330
H -0.3786 -4.3993 2.8415
C -3.0495 -3.5547 -3.5456
H 1.6270 -3.1670 1.8583
C -3.1042 -2.4702 -2.6606
H 6.0212 1.4973 0.6336
H 1.9330 -4.7259 -1.5577
H 4.1759 0.0558 -1.4969
C 1.2061 3.1067 -1.5206
C -4.2814 -1.7177 -2.5812
C 2.0584 5.1702 0.6841
H -0.2499 0.5636 4.7063
C -0.4966 -3.6042 2.1043
H -4.4979 -0.8836 0.3626
H 3.8093 1.5518 3.9629
H -4.0547 1.4642 -2.5269
H 0.8705 2.0767 -1.7535
H 2.4382 0.3606 -1.5329
H 2.8950 -4.1112 -2.8940
Ge -1.7648 -0.2865 -1.1401
H -1.3612 -3.8609 1.4899
H -0.7135 -2.6832 2.6496
H -3.2325 0.5227 -3.7794
H -6.1709 -3.3696 -4.8370
C -0.6099 3.4396 0.7792
C -2.4984 -0.1094 0.7464
Ge 0.5505 -2.3510 -0.3777
Si 3.5810 1.1678 0.6477
C -1.0329 -2.9825 -1.3322
C -1.9685 -2.1480 -1.8094
H -6.3008 -1.4739 -3.2660
C 2.0900 -2.5419 -1.6765
C -4.1514 -3.8717 -4.3171
C 2.8427 1.0751 4.1438
C 3.3959 -0.6054 1.3856
C 1.9367 1.9680 1.1868
C -5.3840 -2.0423 -3.3467
C 1.9940 -3.9327 -2.3045
H -4.3654 0.8700 0.1517
H -4.1093 -4.7101 -4.9992
H -2.1408 -4.1357 -3.6382
H -0.9454 2.4125 1.0293
H 3.0298 -2.4299 -1.1375
H 2.0371 -1.7740 -2.4483
Hf 0.6177 0.4100 0.4068
C -1.8773 1.3748 -2.2916
H 1.0257 -4.4588 0.8257
H 2.1818 3.2441 -1.9871
H -4.3294 -0.8818 -1.8857
Si 1.5305 1.8040 3.0304
H 0.2224 -1.0471 4.1293
H 2.5876 1.2694 5.1875
C -5.3164 -3.1191 -4.2233
H 3.0877 5.2009 0.3219
H -1.3388 -0.3417 3.6403
H -2.0640 0.7700 1.2416
H 3.6027 -1.3764 0.6446
H -0.4835 3.1684 3.6982
H 1.1360 -4.0134 -2.9704
Si 1.2524 3.5313 0.3351
H -0.8472 4.0531 1.6503
H -3.1204 2.2786 -3.7805
H 0.7550 3.1344 4.9449
H -1.1193 -4.0520 -1.5169
H -1.0059 1.3913 -2.9467
H 0.5222 3.7859 -2.0339
H -2.1921 -1.0054 1.2954
H 2.9692 -0.0022 4.0380
H 1.5099 5.9668 0.1758
C -3.1545 1.3977 -3.1370
C -0.2963 -0.1271 3.8649
H 0.9729 4.1600 3.5432
```

Its total charge is +3. For the highest occupied orbital energy (alpha / beta), the calculation gives -15.93 / -15.92 eV. The HOMO-LUMO gap (alpha / beta) comes out at 4.036 / 4.063 eV. The value obtained for the relative energy (zero: lowest compared OMol25 entry of this formula, charge and spin) is 14.1 kcal/mol.


3.
Computed, not measured: a structure of composition C26H53N3PdS2SbSi4, with ωB97M-V with the def2-TZVPD basis set.

The geometry in XYZ format:
```
90
C26H53N3PdS2SbSi4, DFT ωB97M-V with the def2-TZVPD basis set
C -2.7068 -1.5553 4.7257
H -0.2167 -3.0895 3.4613
H 0.7222 -0.0365 5.6031
H 2.5118 2.0221 -4.5145
H -0.2369 2.3263 2.1147
H 2.2584 -0.0557 3.5913
H -1.5721 1.6789 -3.0870
H -0.0208 -2.0945 4.8999
H 4.4771 1.7652 -3.0224
H 4.9076 0.0738 -3.2804
Pd -0.0908 -0.5591 0.5894
C 4.6318 -1.2548 -0.3734
N -7.2059 -1.8134 -3.0166
C 1.7477 0.8233 3.1888
Si 3.9698 0.4104 -0.9774
H 3.0928 -0.7848 -4.5395
H 4.1950 -2.0891 -0.9272
H 2.2460 -3.8375 -1.8908
C 0.2991 0.9184 3.6839
H 5.7100 -1.2848 -0.5465
C 0.5940 3.8727 -1.4862
H 2.2835 -2.5957 0.2505
C -5.1590 -0.6773 -1.9390
C 2.1897 2.8874 -3.9337
C -2.9189 0.5363 -0.7766
H 3.8290 -1.9479 -3.4278
H -3.1532 1.1078 2.5539
H -0.6043 1.4455 -4.5471
H 0.3029 3.0783 3.6133
H 1.8450 3.6492 -4.6380
H -0.7693 0.9212 5.5817
H 0.7982 1.7265 5.6265
H 0.0264 -0.6771 -4.8921
Si 0.7772 2.4886 -2.7515
H -1.2010 3.0532 -4.1283
H 2.2173 -1.8365 1.6997
C -3.2492 0.5382 3.4820
H -2.3135 -2.5710 4.6804
H 3.3605 1.7891 1.0393
C -0.2813 2.2494 3.2004
H 2.9773 -2.5146 -4.8655
H -3.7705 -1.6276 4.9733
C -6.4510 1.4027 -1.5930
C 2.9681 -1.7629 -4.0716
C -0.8003 2.1236 -3.7164
H 1.5217 4.0414 -0.9366
H 0.6178 -3.4388 -1.3000
C -5.2242 0.6744 -1.5002
H 1.1896 -3.0551 1.3758
C -0.0726 -1.6312 -4.3733
H -2.8498 1.1352 4.3036
H -4.2683 -1.8901 2.5897
H 5.1100 1.7015 0.8197
H -1.3157 2.3882 3.5114
Si -0.6534 -0.6478 2.9742
Sb 1.3903 0.2123 -1.4675
H 3.0520 3.2952 -3.4053
H 5.9282 1.0998 -2.2769
H 4.4706 -1.4126 0.6940
C -2.8670 -0.8280 -1.1791
H -0.0340 -2.4234 -5.1259
C -4.1115 1.2664 -0.9546
C 1.2498 -3.4988 -2.1839
C 0.2571 0.8696 5.2112
H -2.7201 -2.5887 2.0924
H 0.8212 -4.2700 -2.8283
C -2.5619 -0.8252 3.3880
H -3.9550 -2.4351 -2.0983
H -1.0494 -1.6693 -3.8972
H 4.1473 2.7581 -0.2103
H 1.2690 -2.1604 3.7092
S -1.4846 -1.8184 -0.9446
H -4.1470 2.2997 -0.6367
C 4.8913 0.8783 -2.5458
H 2.3150 1.7088 3.4929
H 1.7707 0.7716 2.0921
H -0.1972 3.6682 -0.7674
S -1.5744 1.3418 -0.1047
C 4.1563 1.7895 0.2942
C -3.2419 -1.6494 2.2937
H 0.3421 4.8009 -2.0053
H -4.3178 0.3949 3.6730
C 0.1844 -2.1417 3.8285
C -3.9949 -1.4006 -1.7857
N -7.4397 1.9860 -1.6325
H -2.2135 -1.0189 5.5390
Si 1.3323 -1.8701 -3.1411
C -6.3009 -1.2985 -2.5316
N 1.6533 -2.2507 0.9651
H -3.2921 -1.0818 1.3683
```

Its total charge is +1. For the highest occupied orbital energy (alpha / beta), the calculation gives -9.59 / -11.20 eV. As for the spin multiplicity: 5. The expectation value of S² is 6.04. The HOMO-LUMO gap (alpha / beta) comes out at 6.647 / 4.948 eV. The value obtained for the relative energy (zero: lowest compared OMol25 entry of this formula, charge and spin) is 2.4 kcal/mol.


4.
Computed, not measured: a cluster of 3 separate species, C26H54B2N2O9S2 in total, with ωB97M-V with the def2-TZVPD basis set.

The geometry in XYZ format:
```
95
C26H54B2N2O9S2, DFT ωB97M-V with the def2-TZVPD basis set
H 6.0637 5.1066 -0.6375
C 1.9818 3.3089 -2.6611
H -6.8404 -6.6945 1.1325
C 0.1425 -3.9942 2.9210
H 1.7564 5.1306 0.5329
B -0.3959 2.5503 -3.0292
H 4.1392 2.9254 -0.1466
H -6.8337 -2.4398 1.5554
H 7.2783 3.6772 1.1985
H -1.3982 4.3328 -2.9550
C 3.5691 3.0811 -2.4600
H 3.4929 0.2988 -1.2526
H 3.9837 1.9976 -2.5739
H -0.5020 3.7249 0.8799
C 4.2019 3.6725 -1.0439
H -6.3879 -4.6846 2.4539
O -1.4833 3.4206 -2.5081
H -4.8104 -3.1949 0.5233
H 3.3718 -2.2221 -1.6607
H -1.6686 -0.1289 1.3781
H -0.3984 -6.4606 0.5975
H -0.7493 2.5653 2.9404
C 1.9187 1.2473 -0.0327
S -1.1195 -3.1953 1.9408
H 1.0126 -1.9236 -0.6909
H 2.7833 -2.2013 -3.4679
H 0.0763 0.3850 1.8563
C -7.0220 -5.7227 0.6704
H -1.7816 1.1005 3.5304
O -0.4934 -2.1743 1.1274
C 6.7836 2.9154 -0.9516
C -5.7263 -3.4969 0.0080
H -0.1322 -3.9439 3.9777
H -3.8940 4.2641 2.8893
C -0.8670 1.4341 -0.0722
H 7.6080 1.7635 0.8428
H -1.1968 -1.0051 -3.2198
H 2.3804 0.6745 -3.2227
H 1.0854 -3.4657 2.7556
C 6.8849 2.6779 0.6865
H 1.7847 3.4088 -3.8349
N 1.6228 4.1285 0.8549
O -5.9382 -5.4890 -1.7191
H 1.2246 -5.8465 2.5516
H -8.1373 -4.6179 2.1771
C -6.9561 -3.3028 0.8935
C -1.5559 1.7951 2.5865
H 6.3189 1.9286 -1.4144
H 7.8722 3.1419 -1.3806
C -7.1620 -4.5951 1.6823
H 0.2715 -2.9125 -2.1832
C 1.5950 0.6362 -2.3244
H 2.3717 4.7221 2.8200
C 0.5632 2.1027 -0.5129
O -2.2714 -2.9226 2.7769
H -5.8198 -2.9527 -0.9352
H 4.1158 3.7180 -3.3113
C 2.5263 -2.6443 -2.3901
H 5.8512 2.3706 1.1562
H 0.4973 4.8915 2.6505
H 0.1391 4.4411 -0.7379
C 5.7757 4.1693 -1.3065
O -2.8263 2.4437 2.2309
S -5.6220 -5.2490 -0.3252
C -0.2191 -5.4452 0.9630
H -1.2440 0.5702 -0.8056
H -2.2338 3.9108 3.8114
H -0.1795 2.9164 -4.9708
C 0.2168 -5.4381 2.4274
O -0.5718 2.1227 -4.4629
N 2.4595 0.3403 -1.1149
H -2.3320 -5.1290 1.3445
H -7.8360 -3.1141 0.2666
C 0.9665 2.1286 -2.1395
H 3.6096 4.6837 -0.8163
C 1.4120 4.2266 2.3491
H 5.9477 4.5176 -2.4243
C -0.9293 0.8076 1.4355
O -0.3374 -0.8082 -3.7367
H 1.7220 4.3916 -2.2306
H 1.3646 3.1223 2.7801
O 2.5422 1.2179 1.1466
B 0.7053 -0.6709 -2.7047
O -4.4211 -5.7655 0.2969
H -1.7373 2.2501 -0.1315
H 0.5642 -4.9945 0.3419
H 2.6128 -3.8101 -2.3408
H -2.2244 4.5832 2.0420
H -1.7289 -4.2647 -0.1047
C -2.7847 3.8460 2.7643
H -0.4663 -6.0642 3.0143
C 0.3970 3.6448 0.1134
C 1.0492 -2.0747 -1.8503
C -1.4821 -4.5990 0.9045
H -7.8966 -5.7744 0.0150
```

Its total charge is 0. For the highest occupied orbital energy, the calculation gives -8.76 eV. The SMILES is CCCCCC[C@@]1(B(O)O)[C@H](B(O)CC)NC(=O)[C@@]1(CCCOC)CNC.O=S1(=O)CCCC1.O=S1(=O)CCCC1. The HOMO-LUMO gap comes out at 8.892 eV.


5.
Computed, not measured: a cluster of 8 separate species, C26H54BCl14N3O4 in total, with ωB97M-V with the def2-TZVPD basis set.

The geometry in XYZ format:
```
102
C26H54BCl14N3O4, DFT ωB97M-V with the def2-TZVPD basis set
H 4.2031 8.5230 -1.6372
Cl 2.6850 -1.3115 5.5340
H -2.9428 6.4369 -0.7139
H -7.7779 1.2764 1.0141
C -3.6695 -1.6549 -0.1118
C -7.3047 -1.1299 -1.8611
H 2.0328 -2.2579 -0.2535
H -4.4898 -2.1413 0.4227
C -5.8873 1.8117 0.1968
H -2.7170 -3.7788 1.1539
C -0.0342 -1.0809 5.3675
H -0.1086 -3.2787 -1.6124
O -1.9694 1.4634 -1.4784
H -1.4735 3.7970 -0.1941
C -2.6602 -2.6051 -0.6784
H 1.3328 0.5725 -2.7541
O -1.1832 0.2388 -3.3624
C 3.7685 2.9008 -0.7920
H 2.2195 6.9821 -1.8938
H -7.4065 -1.0812 -0.7796
C 1.4704 0.1322 -1.7537
N 2.2387 -1.0646 -1.9494
N 3.2199 2.6829 1.6041
C -2.4635 -3.8908 0.0961
H -1.4286 -4.2311 0.0464
H 5.1407 7.4464 -2.6844
C 3.9410 -2.6106 -1.1514
C -6.7331 1.2792 1.3222
C 0.0810 -0.1012 -1.1103
Cl -6.3086 -0.3992 1.7571
H -3.1032 -1.0772 0.6326
C 8.4125 -0.8600 1.0662
C -1.6523 4.7109 -0.7533
H 4.5855 -2.0562 -1.8501
C -0.5808 -2.2958 -1.7689
H -3.1417 -4.6325 -0.3331
H -2.4413 -6.7504 5.0348
H -0.0700 -1.4094 6.4032
C 2.8119 -1.6679 -0.7399
C 3.2774 1.6563 -1.5625
H 3.2386 -0.9229 -0.0558
Cl 4.7331 6.5048 -0.5636
H 4.0060 2.0284 1.5421
H -2.5681 1.0618 -0.8334
H 4.8121 2.7694 -0.4886
H 9.4142 -1.2862 1.0376
H 7.7146 -1.6224 1.4044
C 8.0443 -0.3516 -0.3042
H 4.8771 -2.2711 0.7549
O -0.1821 -1.4487 -0.7179
Cl -4.1822 2.0437 0.6789
O 2.0985 1.1488 -0.9633
H 4.0544 0.8833 -1.5133
C 4.8161 -3.0760 0.0178
H -5.8954 1.1533 -0.6660
Cl 6.3414 0.1745 -0.3825
H -3.6069 -7.3158 2.9651
H -6.2670 2.7845 -0.1114
C -1.9789 -6.4892 4.0841
H 2.1899 3.9302 0.4334
H 3.7279 3.7819 -1.4368
Cl -2.7368 5.7575 1.5315
H -4.0480 -0.9602 -0.8654
H -0.2456 -1.9280 -2.7372
N -2.0369 -2.3445 -1.7578
C 2.9937 3.1926 0.4724
H 8.6653 0.4904 -0.5993
Cl 3.1818 5.4431 -3.3917
H -1.0236 0.9850 -3.9478
H 2.9819 -0.8807 -2.6143
H -6.2623 -1.3340 -2.1049
C -8.1826 -2.2030 -2.4491
H -2.1742 -5.4390 3.8780
H 0.0875 0.4808 -0.1837
H 2.7326 7.7460 -3.4036
Cl -7.6874 0.4878 -2.5240
Cl -0.2205 -6.6898 4.2816
Cl -9.8779 -2.0448 -1.9199
H -6.6316 1.8865 2.2181
H 8.1644 -1.1492 -1.0361
H 1.2919 0.5747 5.6195
H -3.7458 4.8894 -0.4003
C 1.2535 -0.3587 5.0605
H -7.8316 -3.1781 -2.1155
H 1.3387 -0.1345 3.9999
H 3.0893 1.9431 -2.6066
H -1.8186 4.4479 -1.7959
Cl -0.2509 -2.5163 4.3316
B -1.0836 0.5438 -2.0142
H -8.1687 -2.1768 -3.5358
H -2.2208 -8.4042 3.1175
H 3.5492 -3.4536 -1.7293
C -2.5193 -7.3673 2.9845
H -0.8773 -0.4179 5.1794
C 4.3109 7.4963 -1.9836
Cl -0.1601 5.6950 -0.6904
H 5.8228 -3.2848 -0.3509
H 4.4048 -3.9625 0.5042
Cl -1.9355 -6.8157 1.3929
C -2.8417 5.4704 -0.2259
Cl 8.4295 0.4436 2.2803
C 3.0229 7.0452 -2.6224
```

Its total charge is 0. For the highest occupied orbital energy, the calculation gives -8.03 eV. The SMILES is [H]/N=C\CCO[C@@H](NCCC)[C@H](OCN=C(C)C)B(O)O.ClCCCl.ClCCCl.ClCCCl.ClCCCl.ClCCCl.ClCCCl.ClCCCl. The HOMO-LUMO gap comes out at 8.370 eV.


| no. | DFT total energy (eV) |
| --- | --- |
| 1 | -85947.2097 |
| 2 | -167814.0523 |
| 3 | -95486.6954 |
| 4 | -72261.4320 |
| 5 | -216490.0372 |